1.
ORCA calculation (ωB97M-V/def2-TZVPD) on a cluster of 3 separate species, C15H31BrN3 in total at a distorted geometry.

```
50
C15H31BrN3 | the Open Molecules 2025 dataset | ωB97M-V/def2-TZVPD
C 0.087 4.302 -3.154
C 0.205 3.048 -2.242
N -0.829 3.101 -1.228
C -2.154 2.771 -1.429
C -2.774 3.062 -0.250
N -1.823 3.501 0.641
C -0.637 3.557 0.006
C -1.978 3.593 2.102
H 0.185 5.131 -2.456
H -0.860 4.381 -3.687
H 0.857 4.296 -3.922
H 1.207 3.060 -1.805
H 0.275 2.107 -2.793
H -2.379 2.377 -2.405
H -3.794 2.982 0.086
H 0.313 3.834 0.443
H -2.378 4.574 2.347
H -1.007 3.532 2.591
H -2.600 2.765 2.424
C 1.293 -6.315 -0.070
C 0.780 -5.159 0.788
C 0.778 -3.836 0.046
C 0.205 -2.691 0.910
N 0.058 -1.349 0.257
C 1.385 -0.725 -0.270
C 1.861 0.261 0.751
C 0.934 0.149 1.943
C -0.347 -0.338 1.330
C -1.012 -1.415 -0.790
H 0.717 -6.487 -0.985
H 1.156 -7.297 0.389
H 2.344 -6.191 -0.329
H 1.440 -5.151 1.655
H -0.244 -5.408 1.079
H 0.341 -3.887 -0.954
H 1.812 -3.633 -0.265
H 0.538 -2.539 1.935
H -0.795 -3.101 1.097
H 1.070 -0.094 -1.103
H 2.104 -1.497 -0.517
H 1.972 1.293 0.416
H 2.896 0.027 1.011
H 0.747 1.114 2.422
H 1.241 -0.495 2.768
H -1.054 0.370 0.892
H -0.982 -0.818 2.081
H -0.667 -2.167 -1.493
H -1.380 -0.496 -1.237
H -1.891 -1.824 -0.286
Br 2.784 3.726 1.259
```

Values from the calculation:
LUMO energy: -2.7 eV
total charge: +1
energy above the lowest of the compared OMol25 structures with the same formula, charge and spin: 0.977 eV

***

2.
ORCA calculation (ωB97M-V/def2-TZVPD) on the molecule C3H4N2O.

```
10
C3H4N2O | the Open Molecules 2025 dataset | ωB97M-V/def2-TZVPD
N 1.739 -0.259 0.637
C 0.403 -0.045 0.365
C -0.273 1.098 0.049
O -1.600 0.747 -0.099
C -1.631 -0.567 0.106
N -0.492 -1.104 0.405
H 2.398 0.410 0.270
H 2.043 -1.221 0.608
H -0.013 2.017 -0.448
H -2.551 -1.057 -0.187
```

Values from the calculation:
LUMO energy: 1.1 eV
SMILES: Nc1cocn1
energy above the lowest of the compared OMol25 structures with the same formula, charge and spin: 1.032 eV

***

3.
ORCA calculation (ωB97M-V/def2-TZVPD) on the molecule C13H19NO4.

```
37
C13H19NO4 | the Open Molecules 2025 dataset | ωB97M-V/def2-TZVPD
C -4.400 -1.014 -1.372
O -4.890 0.012 -0.535
C -4.549 -0.120 0.821
C -3.046 -0.031 1.105
C -2.446 1.236 0.488
N -1.000 1.216 0.499
C -0.295 0.532 -0.434
O -0.833 -0.076 -1.340
C 1.187 0.694 -0.287
C 1.645 2.013 -0.402
C 2.987 2.305 -0.380
C 3.917 1.283 -0.232
C 3.493 -0.025 -0.100
O 4.312 -1.099 0.067
C 5.700 -0.886 0.071
C 2.107 -0.338 -0.127
O 1.863 -1.657 0.068
C 0.550 -2.149 0.170
H -4.646 -2.002 -0.966
H -4.900 -0.884 -2.330
H -3.318 -0.942 -1.521
H -4.931 -1.075 1.217
H -5.072 0.701 1.319
H -2.889 -0.048 2.185
H -2.542 -0.897 0.672
H -2.766 1.296 -0.556
H -2.794 2.125 1.016
H -0.512 1.636 1.273
H 0.920 2.801 -0.538
H 3.326 3.324 -0.480
H 4.967 1.524 -0.218
H 6.046 -0.452 -0.873
H 6.147 -1.871 0.199
H 6.008 -0.240 0.901
H -0.013 -1.625 0.951
H 0.658 -3.198 0.446
H 0.010 -2.071 -0.776
```

Values from the calculation:
LUMO energy: 0.8 eV
SMILES: COCCCNC(=O)c1cccc(OC)c1OC
energy above the lowest of the compared OMol25 structures with the same formula, charge and spin: 2.221 eV

***

Short version: HOMO-LUMO gap = 7.02, 9.31, 8.95 eV, in the order given.
Short version: HOMO = -9.681, -8.254, -8.151 eV, in the order given.
Short version: E_tot = -3328.15268, -301.44929, -862.44542 Eh, in the order given.